Computed, not measured: C27H39Cl2Sn as an isolated structure in a non-equilibrium geometry, with wB97M-V/def2-TZVPD.

```
69
Properties=species:S:1:pos:R:3:forces:R:3
C -2.5549 -3.6933 3.3497 -0.012 0.096 -0.041
C -3.0772 -2.9347 2.1298 0.090 -0.034 -0.144
C -2.5730 -3.5148 0.8017 -0.201 0.181 -0.370
C -3.0780 -2.7396 -0.4442 0.222 -0.424 -0.527
Sn -1.6811 -1.1291 -1.0024 0.493 1.862 2.662
C 0.2896 -1.9931 -1.4607 -0.171 -0.068 -0.472
C 1.4206 -0.9442 -1.4655 -0.163 -0.490 0.063
C 2.8077 -1.5736 -1.6867 -0.202 0.174 -0.016
C 3.9437 -0.5633 -1.8209 0.044 -0.063 0.022
C -2.3548 0.0459 -2.7123 -0.076 -0.880 -0.661
C -2.3905 -0.7181 -4.0588 -0.271 0.425 -0.053
C -1.3697 -0.2357 -5.1009 -0.276 -0.218 0.163
C -1.4819 -1.0344 -6.3976 0.135 0.050 -0.021
H -0.9188 1.4009 3.2425 0.001 -0.271 -0.158
H -3.0569 -3.3597 4.2607 0.003 -0.032 0.039
H -2.7206 -4.7707 3.2469 0.018 0.053 0.019
H -1.4826 -3.5258 3.4920 -0.050 -0.064 -0.084
H -4.1752 -2.9648 2.1236 0.090 0.001 -0.012
H -2.7938 -1.8766 2.2074 -0.031 -0.163 -0.150
H -1.4715 -3.5389 0.7998 -0.133 0.039 0.139
H -2.8956 -4.5678 0.7366 0.053 0.146 0.111
H -3.1900 -3.4103 -1.3035 -0.283 -0.209 0.182
H -4.0368 -2.2415 -0.2547 0.099 -0.183 -0.024
H 0.4501 -2.7469 -0.6751 0.077 0.073 -0.246
H 0.2025 -2.4932 -2.4341 0.458 -0.160 0.023
H 1.2272 -0.1998 -2.2504 0.046 -0.048 0.014
H 1.4196 -0.3826 -0.5158 -0.059 -0.140 -0.177
H 3.0240 -2.2503 -0.8498 -0.054 0.011 -0.100
H 2.7685 -2.1922 -2.5915 0.004 -0.002 0.090
H 4.8937 -1.0761 -1.9914 0.042 0.050 0.017
H 3.7811 0.1106 -2.6674 -0.050 0.005 0.073
H 4.0529 0.0413 -0.9153 -0.051 0.010 -0.051
H -3.3648 0.3617 -2.4293 0.190 0.169 -0.021
H -1.6974 0.9247 -2.7291 -0.197 -0.131 -0.101
H -2.2707 -1.7997 -3.8892 0.123 0.160 -0.172
H -3.3980 -0.6116 -4.5013 0.243 -0.054 -0.075
H -1.5501 0.8294 -5.2971 0.027 -0.110 0.025
H -0.3493 -0.3137 -4.7030 -0.133 0.004 0.037
H -0.8538 -0.6143 -7.1861 0.007 -0.006 -0.043
H -1.1656 -2.0716 -6.2468 -0.096 0.063 0.013
H -2.5163 -1.0422 -6.7567 0.088 -0.017 0.014
Cl 7.6440 0.7689 3.4298 0.635 0.022 0.145
C 5.9598 0.7640 3.1170 -1.616 -0.154 -0.184
C 5.1912 -0.3723 3.4344 0.217 0.752 -0.269
C 3.8230 -0.3659 3.1750 -0.201 0.561 -0.134
C 3.1675 0.7724 2.6447 1.287 -0.142 -0.621
C 1.7096 0.7677 2.5359 -1.097 0.795 -0.208
C 0.9819 1.8884 2.2924 0.146 -0.783 -0.014
C -0.3975 2.2430 2.7919 -0.021 -0.334 -0.514
C -1.3086 3.0211 1.8515 -0.020 0.015 0.064
C -2.5978 3.3512 2.3095 0.425 0.440 -0.304
C -3.2848 4.4262 1.7477 0.367 -0.062 -0.337
C -2.7154 5.1221 0.6702 0.904 -1.408 0.486
Cl -3.4554 6.5435 0.0852 -0.464 0.696 -0.362
C -1.5252 4.6647 0.0835 -0.353 -0.239 0.398
C -0.8391 3.5850 0.6579 -0.317 0.376 0.356
C 3.9732 1.8910 2.3006 0.053 -0.528 0.326
C 5.3486 1.8951 2.5481 -0.212 -0.479 0.141
H 5.6671 -1.2300 3.9008 -0.050 0.093 -0.172
H 3.2268 -1.2500 3.4065 0.151 0.237 -0.002
H 1.2211 -0.1987 2.7056 -0.031 0.499 0.591
H 1.4480 2.6898 1.7237 0.334 0.248 0.669
H -0.2124 2.9405 3.6359 0.007 -0.235 -0.269
H -3.0370 2.7989 3.1439 0.223 0.272 -0.148
H -4.2287 4.7570 2.1656 0.017 -0.058 -0.116
H -1.1204 5.1699 -0.7880 -0.126 -0.083 0.077
H 0.0860 3.2171 0.2027 -0.378 0.240 0.195
H 3.5132 2.7707 1.8432 0.203 -0.279 0.266
H 5.9485 2.7786 2.3320 -0.127 -0.267 -0.047
```
Positions in Å, forces in eV/Å.

As for the charge: -1. The LUMO energy is 2.399 eV. As for the HOMO energy: -1.58 eV. The value obtained for the strongest force on any atom is 0.0639 Eh/bohr. The frontier orbital gap comes out at 0.146 hartree. The total energy is -2186.82380 a.u.